Entry 1:
An isolated molecule of C3H7ClN2 in a non-equilibrium geometry, computed with the ωB97M-V functional and the def2-TZVPD basis.

The geometry in XYZ format:
```
13
Properties=species:S:1:pos:R:3:lowdin_charge:R:1
Cl 2.2663 0.7104 0.4880 0.58
N 0.0749 0.6744 -0.7309 0.00
N -0.6981 0.4159 0.2676 -0.07
C 1.1642 -0.1900 -0.6291 -0.79
C -1.7222 1.2788 0.5659 -0.14
C 0.9361 -1.5903 -0.1004 -0.14
H -1.8125 2.2013 -0.1591 0.12
H 0.0375 -1.9312 -0.6985 0.09
H 1.6770 -0.2059 -1.5203 0.06
H -2.6924 0.7749 0.5948 0.09
H -1.4450 1.7883 1.4270 0.06
H 0.6282 -1.5295 0.9616 0.07
H 1.5860 -2.3972 -0.4666 0.08
```

Results
Strongest force on any atom: 5.52 eV Å⁻¹
SMILES string: C/N=N/[C@H](C)Cl
Total charge: 0
E_tot: -688.122559 Eh
2S+1: 1
ΔE to the lowest compared entry with this formula, charge and spin: 247.4 kJ/mol



Entry 2:
An isolated molecule of C16H25N3O3S, computed with the ωB97M-V functional and the def2-TZVPD basis.

The geometry in XYZ format:
```
48
Properties=species:S:1:pos:R:3:lowdin_charge:R:1
S -1.6439 -1.8074 1.3433 0.70
O -2.2113 -3.2877 -3.4082 -0.09
O 1.2605 0.8121 -2.1132 -0.13
O 1.9941 2.1203 0.5278 -0.17
N 0.2064 -0.5635 -0.1495 0.10
N 0.4792 -0.4614 2.1041 -0.01
N 0.7454 2.2200 2.7044 -0.21
C -0.8158 0.7109 3.8654 -0.16
C 1.9799 2.9665 2.8107 -0.15
C -0.0684 2.7543 1.6284 -0.14
C -1.0440 -1.9751 -1.7260 0.01
C 1.9804 1.4866 -3.1115 -0.08
C 0.8233 2.8920 0.3773 -0.17
C 0.0956 -0.5285 -3.7997 -0.02
C -0.2761 -0.9091 1.0715 -0.80
C 0.0261 -0.5093 3.4726 -0.23
C 0.4062 -0.2019 -2.4920 -0.21
C -2.8338 -4.0369 -2.3906 -0.08
C 2.8135 2.6347 1.5540 -0.17
C -0.7838 -1.5601 -4.0779 -0.01
C 0.0201 1.9915 3.9376 -0.19
C -1.3597 -2.2888 -3.0433 -0.28
C -0.1748 -0.9334 -1.4374 -0.15
H -0.5060 3.7336 1.8945 0.13
H 1.8002 4.0541 2.8790 0.12
H 1.1183 0.3040 1.9116 0.11
H 0.7552 1.8794 4.7392 0.12
H -1.6285 0.8184 3.1464 0.10
H 3.3435 3.5321 1.2008 0.12
H 0.9710 0.1070 -0.1534 0.12
H -3.4339 -3.4016 -1.7324 0.10
H -1.4687 -2.5284 -0.9085 0.00
H 0.9076 -0.5776 4.1154 0.12
H 1.3180 2.0530 -3.7753 0.10
H -0.8856 2.0577 1.4351 0.12
H 1.0943 3.9439 0.2075 0.13
H -1.2616 0.5339 4.8448 0.11
H -3.4838 -4.7448 -2.9029 0.09
H 0.5301 0.0198 -4.6202 0.10
H -0.6308 2.8451 4.1936 0.12
H -0.5743 -1.4147 3.5888 0.07
H 2.5204 2.6570 3.7062 0.12
H -2.1013 -4.5858 -1.7907 0.10
H 3.5458 1.8517 1.7601 0.13
H 0.3234 2.5105 -0.5130 0.12
H 2.5865 0.7965 -3.7072 0.10
H 2.6339 2.1764 -2.5792 0.09
H -1.0312 -1.8114 -5.0962 0.12
```

Results
Strongest force on any atom: 0.81 eV Å⁻¹
SMILES string: COc1ccc(OC)c(NC(=S)NCCCN2CCOCC2)c1
Total charge: 0
E_tot: -1412.823813 Eh
2S+1: 1
ΔE to the lowest compared entry with this formula, charge and spin: 301.6 kJ/mol



Entry 3:
An isolated molecule of C6H6 in a non-equilibrium geometry, computed with the ωB97M-V functional and the def2-TZVPD basis.

The geometry in XYZ format:
```
12
Properties=species:S:1:pos:R:3:lowdin_charge:R:1
C -0.7597 0.3683 0.4380 -0.28
C -1.5977 -0.7170 -0.1553 -0.07
C -0.1081 1.4890 -0.1987 0.04
C 3.0644 -0.5050 -0.1433 0.11
C 1.9822 -0.0757 0.1387 -0.12
C 0.7767 0.5692 0.1918 -0.14
H 3.9266 -1.2406 -0.1221 0.07
H -1.2350 0.7569 1.3473 0.12
H -2.5996 -0.3658 0.1087 0.08
H -1.6596 -0.9811 -1.1781 0.06
H -0.1580 2.3308 -0.7942 0.08
H -1.6321 -1.6292 0.3671 0.05
```

Results
Strongest force on any atom: 4.20 eV Å⁻¹
SMILES string: C#CC1=C[C@H]1C
Total charge: 0
E_tot: -232.029174 Eh
2S+1: 1
ΔE to the lowest compared entry with this formula, charge and spin: 517.6 kJ/mol



Entry 4:
A cluster of 2 separate species, C4H12ClN2 in total in a non-equilibrium geometry, computed with the ωB97M-V functional and the def2-TZVPD basis.

The geometry in XYZ format:
```
19
Properties=species:S:1:pos:R:3:lowdin_charge:R:1
Cl -1.8774 -1.0018 0.1471 0.85
N 1.3086 -3.6768 -0.6154 -0.07
N 0.3772 -0.0366 1.1653 -0.19
C 1.8281 0.1418 1.0978 0.01
C -0.3279 0.7609 2.1793 0.00
C -0.2101 -0.7958 0.2801 -0.48
C 0.5374 -4.1834 -1.7163 -0.20
H 0.4737 1.2675 2.7375 0.10
H -0.9142 0.1276 2.8534 0.11
H 0.3924 -1.2555 -0.5076 0.10
H -0.9799 1.5107 1.7135 0.12
H 2.1351 0.5958 0.1481 0.12
H 0.6161 -3.4784 -2.5494 0.07
H -0.5360 -4.3592 -1.5380 0.07
H 0.8110 -3.0073 -0.0364 0.00
H 2.3595 -0.8103 1.2036 0.12
H 1.0001 -5.1220 -2.0351 0.08
H 2.1067 0.8126 1.9171 0.10
H 1.7085 -4.4120 -0.0487 0.07
```

Results
Strongest force on any atom: 2.02 eV Å⁻¹
Total charge: +1
E_tot: -729.009836 Eh
2S+1: 1
ΔE to the lowest compared entry with this formula, charge and spin: 57.9 kJ/mol



Entry 5:
A cluster of 2 separate species, CH2N4O3 in total in a non-equilibrium geometry, computed with the ωB97M-V functional and the def2-TZVPD basis.

The geometry in XYZ format:
```
10
Properties=species:S:1:pos:R:3:lowdin_charge:R:1
O 0.0564 1.0439 -0.9229 -0.01
O -1.7952 -1.6877 0.4635 0.12
O -2.2221 -0.4491 -1.2898 0.11
N -1.7290 -0.8200 -0.3024 -0.32
N 1.8366 -1.9330 -1.0782 0.17
N 0.6625 -0.4982 0.6407 -0.01
N -0.1859 0.5139 0.3003 -0.04
C 1.3681 -1.2078 -0.3099 -0.25
H -0.7766 1.5035 -1.0861 0.11
H 0.7018 -0.4807 1.6283 0.14
```

Results
Strongest force on any atom: 4.20 eV Å⁻¹
Total charge: 0
E_tot: -483.784006 Eh
2S+1: 1
ΔE to the lowest compared entry with this formula, charge and spin: 255.0 kJ/mol



Entry 6:
A structure of composition C32H24N4OPdS5, computed with the ωB97M-V functional and the def2-TZVPD basis.

The geometry in XYZ format:
```
67
Properties=species:S:1:pos:R:3:lowdin_charge:R:1
Pd -0.7975 0.4468 0.7170 0.35
S 0.7064 -0.8254 1.9372 0.62
S -5.5541 -1.4671 0.2785 0.92
S -0.4755 -1.3521 -1.2278 0.54
S -6.4512 -4.0946 -0.8373 0.47
S -3.2957 0.1604 1.4887 0.48
O -2.0605 2.0852 -0.8538 -0.15
N -4.0235 -3.4439 0.2597 -0.15
N 6.0779 -3.3846 0.7453 0.12
N -3.2554 -2.4407 0.8174 0.02
N 4.6251 -4.1241 -3.0298 0.13
C -1.9829 -4.5715 -0.3238 -0.01
C 3.7190 -2.6563 0.0385 -0.22
C -0.1684 2.8692 2.4115 -0.06
C 3.2170 -2.9079 -1.2546 -0.22
C 1.9369 -2.4817 -1.5790 -0.09
C 1.6039 -1.5781 0.6361 -0.66
C -3.2069 -7.0503 -0.0211 -0.10
C 0.9332 2.5181 1.6228 -0.27
C -3.9426 -5.8951 0.1936 -0.06
C -5.2897 -3.1502 -0.0919 -1.12
C -3.9007 -1.3299 0.8973 -1.14
C 0.6929 1.6500 0.4556 -0.29
C 1.2399 1.7903 -0.7667 -0.09
C 2.1977 2.9409 2.0450 -0.05
C -0.0488 3.6799 3.5219 -0.09
C -1.8722 -6.9766 -0.3887 -0.11
C 2.6892 2.5597 -2.5799 -0.04
C 2.0417 2.8552 -1.3686 -0.20
C 1.0918 -1.8153 -0.6754 -0.73
C 2.9012 -1.9831 0.9429 -0.09
C 5.0218 -3.0540 0.4213 -0.22
C -1.2658 -5.7371 -0.5352 -0.07
C 3.5614 4.7931 -2.7525 -0.13
C 3.9994 -3.5822 -2.2284 -0.21
C -3.3241 -4.6616 0.0309 -0.20
C 2.9078 5.1143 -1.5716 -0.11
C -3.4947 3.6313 0.3834 -0.10
C 1.2132 4.1264 3.9016 -0.12
C -2.4736 3.4275 -0.7229 -0.32
C 2.1588 4.1683 -0.8922 -0.04
C 2.3266 3.7414 3.1684 -0.10
C 3.4401 3.5041 -3.2550 -0.11
H 2.5942 1.5582 -2.9827 0.11
H 3.3134 4.0615 3.4832 0.09
H 3.9321 3.2316 -4.1815 0.09
H 1.6436 4.4621 0.0115 0.10
H 1.3357 4.7455 4.7826 0.09
H 1.5541 -2.6712 -2.5731 0.10
H 2.9755 6.1204 -1.1720 0.09
H -1.3026 -7.8825 -0.5569 0.09
H -0.9222 3.9238 4.1138 0.10
H -0.2233 -5.6653 -0.8178 0.10
H -3.7487 4.6889 0.4790 0.07
H -1.5205 -3.5983 -0.4329 0.04
H -2.8624 3.8018 -1.6802 0.11
H 3.0753 2.6407 1.4877 0.12
H -3.6857 -8.0138 0.1040 0.09
H -3.1016 3.2725 1.3345 0.05
H -1.5625 3.9905 -0.5046 0.11
H 3.2827 -1.7645 1.9320 0.10
H -4.4104 3.0740 0.1778 0.07
H -2.8185 1.4835 -0.8163 0.04
H -1.1317 2.4495 2.1271 0.07
H 4.1474 5.5382 -3.2772 0.08
H 0.9985 0.9977 -1.4720 0.06
H -4.9816 -5.9431 0.4757 0.06
```

Results
Strongest force on any atom: 0.76 eV Å⁻¹
Total charge: -2
E_tot: -3646.985503 Eh
2S+1: 1
ΔE to the lowest compared entry with this formula, charge and spin: 154.5 kJ/mol



Entry 7:
A structure of composition C32H16BF2N8Ti, computed with the ωB97M-V functional and the def2-TZVPD basis.

The geometry in XYZ format:
```
60
Properties=species:S:1:pos:R:3:lowdin_spin:R:1
Ti -0.3978 -0.5884 -0.0458 1.74
F 0.6691 1.2044 0.8231 0.01
F -0.8007 2.8541 1.5154 0.00
N 0.3333 -0.8818 3.0278 0.00
N -0.1134 1.6155 -2.5585 0.01
N 2.7937 -1.7940 -0.8097 0.00
N -1.3823 1.4200 -0.4430 0.02
N 0.9745 -0.3318 -1.5365 0.01
N -3.4463 1.2462 0.7616 0.00
N -1.3826 0.4542 1.7588 0.00
N 1.1006 -1.6161 0.8892 0.01
C 1.2091 -1.4075 2.2472 0.01
C 2.3297 1.2851 -4.5246 0.00
C 2.3530 -1.9475 0.3832 0.01
C 5.1153 -2.8329 2.8617 0.00
C 2.1424 -0.9993 -1.7301 0.00
C -3.2474 -0.6512 2.4003 0.01
C 4.4322 -2.4342 4.0105 0.00
C -4.5736 4.0924 -2.5431 0.00
C -1.0389 1.9496 -1.7487 0.02
C -2.7638 1.7253 -0.2087 0.02
C -3.5270 4.2501 -3.4580 0.00
C -2.3168 3.5987 -3.2829 0.00
C -2.1623 2.8040 -2.1549 0.00
C 2.7678 -0.4942 -2.8991 0.00
C 3.1362 -1.9363 3.9298 0.00
C 4.3280 -0.0962 -4.6634 0.01
C 4.5266 -2.7410 1.6055 0.00
C -2.1103 -1.2824 2.9860 0.02
C 3.4994 0.9485 -5.1530 0.00
C -4.5471 -1.1703 2.6463 0.01
C 0.8595 0.6586 -2.4827 0.02
C 2.5508 -1.8689 2.6813 0.00
C -2.2683 -2.4070 3.8321 0.00
C -4.4264 3.2785 -1.4327 0.00
C -2.7730 0.3957 1.6210 0.03
C -0.9630 -0.6065 2.5603 0.00
C -3.5276 -2.8744 4.0635 0.01
C -3.2064 2.6420 -1.2510 0.00
C -4.6682 -2.2534 3.4627 0.00
C 3.2300 -2.2660 1.5347 0.00
C 1.9471 0.5587 -3.3788 0.00
C 3.9766 -0.8086 -3.5468 0.00
B -0.6589 1.6157 0.9709 0.02
H -1.5079 3.6990 -3.9940 0.00
H -1.3995 -2.8712 4.2815 0.00
H -5.2272 3.1362 -0.7189 0.00
H 6.1265 -3.2107 2.9516 0.00
H 1.7063 2.0917 -4.8905 0.00
H 4.9227 -2.5074 4.9731 0.00
H -5.6512 -2.6604 3.6687 0.00
H 3.8075 1.4924 -6.0386 0.00
H -5.4116 -0.7039 2.1915 0.00
H -3.6686 4.8906 -4.3199 0.00
H 5.2522 -0.3225 -5.1817 0.00
H 5.0590 -3.0205 0.7058 0.00
H -5.5091 4.6118 -2.7095 0.00
H -3.6754 -3.7291 4.7121 0.00
H 4.6083 -1.5985 -3.1590 0.00
H 2.5954 -1.6052 4.8069 0.00
```

Results
Strongest force on any atom: 0.38 eV Å⁻¹
Total charge: -1
E_tot: -2741.492106 Eh
2S+1: 3
ΔE to the lowest compared entry with this formula, charge and spin: 0.0 kJ/mol



Entry 8:
A cluster of 2 separate species, C2H6FOP in total in a non-equilibrium geometry, computed with the ωB97M-V functional and the def2-TZVPD basis.

The geometry in XYZ format:
```
11
Properties=species:S:1:pos:R:3:lowdin_charge:R:1
P 2.1345 -0.1596 0.4199 0.69
F -3.6365 0.7311 0.7072 -0.07
O -2.4819 -1.1759 0.2707 0.01
C -2.8520 0.0268 -0.2201 -0.31
C 3.6897 0.2928 0.1352 -0.53
H 1.6712 -0.2631 -0.9072 -0.17
H -1.9810 0.8321 -0.5052 0.17
H 4.4004 0.5533 -0.7430 0.03
H -3.5579 -0.2910 -0.9849 0.12
H -1.6868 -1.0773 0.7621 0.07
H 4.3003 0.5307 1.0654 -0.01
```

Results
Strongest force on any atom: 3.19 eV Å⁻¹
SMILES string: C=P.OCF
Total charge: 0
E_tot: -596.170838 Eh
2S+1: 1
ΔE to the lowest compared entry with this formula, charge and spin: 403.1 kJ/mol



Entry 9:
A cluster of 2 separate species, C4H10N2 in total in a non-equilibrium geometry, computed with the ωB97M-V functional and the def2-TZVPD basis.

The geometry in XYZ format:
```
16
Properties=species:S:1:pos:R:3:lowdin_charge:R:1
N 2.1794 -0.5455 -0.2204 0.05
N -1.1511 0.7500 1.4642 -0.07
C -0.4776 1.6847 0.9661 -0.12
C 1.1100 -1.1933 -0.7765 -0.32
C 0.3363 -0.7493 -1.7630 -0.06
C -2.0164 0.0157 0.5160 -0.15
H 0.8816 -2.1395 -0.2841 0.11
H -2.9973 -0.1177 0.9645 0.06
H 0.1459 2.2215 1.6932 0.06
H -0.2985 2.0334 -0.0582 0.07
H -2.0685 0.4956 -0.4613 0.06
H 2.5931 -0.8381 0.6437 0.08
H 2.7039 0.0841 -0.7881 0.08
H 0.3013 0.2307 -2.2086 0.04
H -0.4010 -1.2898 -2.3416 0.04
H -1.6254 -0.9978 0.4221 0.06
```

Results
Strongest force on any atom: 2.10 eV Å⁻¹
SMILES string: C=CN.C=NC
Total charge: 0
E_tot: -267.841455 Eh
2S+1: 1
ΔE to the lowest compared entry with this formula, charge and spin: 220.2 kJ/mol